Entry 1:
Formula: C25H28N4O5S
Source: the OMol25 dataset
Level of theory: ωB97M-V/def2-TZVPD

Geometry as XYZ:
```
63
Properties=species:S:1:pos:R:3:nbo_charge:R:1
C -0.540 -1.826 2.455 -0.6561
C -0.665 -2.397 1.048 -0.0528
O -0.913 -1.386 0.084 -0.5338
C 0.056 -0.429 -0.100 0.2535
C 1.415 -0.684 -0.014 -0.3115
C 2.343 0.323 -0.235 0.1757
N 3.722 0.119 -0.167 -0.6062
C 4.406 -1.030 0.076 0.6526
O 3.896 -2.111 0.317 -0.6185
C 5.868 -0.878 0.025 -0.3244
C 6.677 0.195 -0.245 -0.2132
C 8.045 -0.131 -0.193 -0.2680
C 8.256 -1.440 0.114 -0.4014
S 6.795 -2.304 0.345 0.5110
C 1.905 1.622 -0.546 0.2543
O 2.899 2.549 -0.751 -0.5249
C 2.553 3.917 -0.866 -0.0579
C 2.121 4.534 0.460 -0.6403
C 0.549 1.873 -0.648 -0.3245
C -0.383 0.865 -0.423 0.1731
N -1.760 1.086 -0.500 -0.6440
C -2.409 2.271 -0.576 0.6855
O -1.877 3.358 -0.689 -0.6285
C -3.926 2.132 -0.501 -0.4883
C -4.379 1.967 0.959 -0.4905
C -4.088 0.566 1.467 0.6892
O -3.236 0.303 2.289 -0.6237
N -4.908 -0.372 0.930 -0.6079
C -4.591 -1.776 0.996 -0.2703
C -3.936 -2.255 -0.278 0.2141
C -3.737 -3.610 -0.520 -0.2599
C -3.096 -3.988 -1.686 -0.1521
C -2.681 -3.004 -2.571 -0.2617
C -2.935 -1.684 -2.245 0.0742
N -3.550 -1.317 -1.132 -0.4813
H -1.379 -1.163 2.659 0.2436
H 0.381 -1.256 2.550 0.2164
H -0.531 -2.634 3.181 0.2110
H 0.223 -2.981 0.781 0.1749
H -1.538 -3.051 0.973 0.1840
H 1.783 -1.666 0.225 0.2622
H 4.246 0.962 -0.353 0.4172
H 6.324 1.185 -0.476 0.2161
H 8.834 0.576 -0.376 0.2250
H 9.194 -1.948 0.216 0.2363
H 1.778 4.055 -1.628 0.1780
H 3.474 4.392 -1.219 0.1889
H 2.894 4.386 1.210 0.2104
H 1.957 5.600 0.326 0.2172
H 1.200 4.080 0.815 0.2246
H 0.175 2.852 -0.887 0.2626
H -2.310 0.237 -0.397 0.4449
H -4.249 1.284 -1.107 0.2238
H -4.355 3.050 -0.905 0.2362
H -5.452 2.155 1.033 0.2231
H -3.855 2.688 1.588 0.2424
H -5.504 -0.096 0.165 0.3940
H -3.893 -1.901 1.831 0.2520
H -5.494 -2.359 1.202 0.2104
H -4.072 -4.344 0.197 0.2202
H -2.918 -5.032 -1.900 0.2205
H -2.170 -3.256 -3.487 0.2248
H -2.634 -0.875 -2.897 0.1978
```

Relative energy (zero: lowest compared OMol25 entry of this formula, charge and spin)   27.1 kJ/mol
SMILES string   CCOc1cc(NC(=O)c2cccs2)c(OCC)cc1NC(=O)CCC(=O)NCc1ccccn1
F_max   0.74 eV/Å
Kohn-Sham gap   0.2854 Eh


Entry 2:
Formula: C13H16ClN5O2
Source: the OMol25 dataset
Level of theory: ωB97M-V/def2-TZVPD

Geometry as XYZ:
```
37
Properties=species:S:1:pos:R:3:nbo_charge:R:1
C 4.698 0.880 -0.697 -0.6385
C 4.760 -0.121 0.453 -0.0617
O 4.149 -1.355 0.136 -0.4944
C 2.793 -1.457 0.114 0.2930
C 1.892 -0.470 0.501 -0.2973
C 0.529 -0.705 0.452 -0.1947
C 0.031 -1.923 0.009 0.1087
N -1.329 -2.214 -0.069 -0.5493
C -2.411 -1.426 0.060 0.6148
N -3.580 -2.073 -0.117 -0.5733
C -4.642 -1.311 -0.020 0.4219
Cl -6.148 -2.079 -0.238 0.0425
N -4.675 -0.022 0.223 -0.5700
C -3.465 0.536 0.391 0.6237
N -3.453 1.841 0.684 -0.5636
C -2.242 2.614 0.783 -0.2500
C -1.742 3.107 -0.584 -0.0643
O -1.610 2.073 -1.520 -0.7205
N -2.307 -0.128 0.324 -0.6376
C 0.935 -2.917 -0.369 -0.2092
C 2.291 -2.687 -0.317 -0.2392
H 5.224 1.790 -0.421 0.2148
H 3.668 1.127 -0.944 0.2127
H 5.169 0.454 -1.580 0.2164
H 4.324 0.304 1.366 0.1679
H 5.801 -0.381 0.661 0.1941
H 2.233 0.490 0.854 0.2141
H -0.160 0.059 0.769 0.2316
H -1.568 -3.167 -0.313 0.4172
H -4.337 2.314 0.582 0.4131
H -2.421 3.470 1.438 0.2112
H -1.484 1.970 1.235 0.2129
H -0.781 3.625 -0.435 0.1593
H -2.454 3.816 -1.018 0.1742
H -1.248 1.293 -1.077 0.4827
H 0.567 -3.875 -0.706 0.2098
H 2.993 -3.452 -0.607 0.2271
```

Relative energy (zero: lowest compared OMol25 entry of this formula, charge and spin)   0.0 kJ/mol
SMILES string   CCOc1ccc(Nc2nc(Cl)nc(NCCO)n2)cc1
F_max   0.79 eV/Å
Kohn-Sham gap   0.3167 Eh